# C3H3N2O2S

A gas-phase ion, C3H3N2O2S (charge +1) in a non-equilibrium geometry (ωB97M-V/def2-TZVPD, OMol25).

Properties
- ΔE to the lowest compared entry with this formula, charge and spin (kcal/mol) = 0.0
- net charge = +1
- highest occupied orbital energy (eV) = -14.55

Bonds (Å) are listed after each position.
Element x y z (Å)
1 C 0.9098 1.0670 -2.2679  N4 1.229, S8 1.551
2 C 0.3538 -0.7800 -0.6364  N4 1.312, N5 1.309, H10 1.196
3 C -0.4788 0.4785 1.2577  N5 1.464, O6 1.313, O7 1.182
4 N 0.5111 0.2083 -1.4848  C1 1.229, C2 1.312
5 N -0.1647 -0.7732 0.5656  C2 1.309, C3 1.464, H11 1.092
6 O -0.9814 0.2589 2.4511  C3 1.313, H9 0.982
7 O -0.4351 1.5108 0.6843  C3 1.182
8 S 1.4128 2.2213 -3.1734  C1 1.551
9 H -1.2485 -0.6782 2.5724  O6 0.982
10 H 0.3929 -1.8533 -1.1626  C2 1.196
11 H -0.2719 -1.6601 1.1939  N5 1.092


# C3H3N2O3

A gas-phase ion, C3H3N2O3 (charge -1) in a non-equilibrium geometry (ωB97M-V/def2-TZVPD, OMol25).

Properties
- ΔE to the lowest compared entry with this formula, charge and spin (kcal/mol) = 95.5
- net charge = -1
- highest occupied orbital energy (spin up / spin down) (eV) = -4.56 / -4.56

Bonds (Å) are listed after each position.
Element x y z (Å)
1 C 0.8017 0.0627 0.2718  C2 1.555, N4 1.233
2 C 2.3126 -0.1668 -0.0152  C1 1.555, O6 1.212, O7 1.216
3 C -1.3601 -0.3505 0.2736  N4 1.422, N5 1.384, H9 1.103, H10 1.056
4 N -0.0287 -0.8448 0.3489  C1 1.233, C3 1.422
5 N -1.5540 0.8421 -0.4021  C3 1.384, O8 1.369, H11 1.014
6 O 2.9430 0.1610 0.9663  C2 1.212
7 O 2.4154 -0.6036 -1.1451  C2 1.216
8 O -0.4657 1.6013 -0.0650  N5 1.369
9 H -2.0345 -1.1221 -0.1341  C3 1.103
10 H -1.6430 -0.2181 1.2821  C3 1.056
11 H -1.3866 0.6387 -1.3812  N5 1.014


# C3H3N2O3S2

A gas-phase ion, C3H3N2O3S2 (charge -1) in a non-equilibrium geometry (ωB97M-V/def2-TZVPD, OMol25).

Properties
- ΔE to the lowest compared entry with this formula, charge and spin (kcal/mol) = 0.0
- net charge = -1
- highest occupied orbital energy (eV) = -4.83
- SMILES = O=S(=O)([S-])Oc1ncc[nH]1

Bonds (Å) are listed after each position.
Element x y z (Å)
1 O 2.1142 -2.0112 -0.1214  S2 1.443
2 S 1.5808 -1.4120 -1.3206  O1 1.443, O3 1.452, S4 2.126, O5 1.875
3 O 0.2164 -1.7932 -1.6380  S2 1.452
4 S 2.8408 -1.9793 -2.9366  S2 2.126
5 O 1.2914 0.3261 -0.6789  S2 1.875, C6 1.347
6 C 0.2717 0.7234 0.1071  O5 1.347, N7 1.308, N10 1.355
7 N 0.0757 1.9339 0.5625  C6 1.308, C8 1.366
8 C -1.1264 1.8654 1.2081  N7 1.366, C9 1.360, H11 1.073
9 C -1.6502 0.6123 1.1344  C8 1.360, N10 1.374, H12 1.070
10 N -0.7342 -0.1272 0.4253  C6 1.355, C9 1.374, H13 1.011
11 H -1.5333 2.7383 1.6822  C8 1.073
12 H -2.5665 0.1976 1.5009  C9 1.070
13 H -0.7804 -1.0740 0.0750  N10 1.011


# C3H3N2P

2 unconnected molecules or ions with the total composition C3H3N2P in a non-equilibrium geometry (ωB97M-V/def2-TZVPD, OMol25).

Properties
- ΔE to the lowest compared entry with this formula, charge and spin (kcal/mol) = 97.9
- highest occupied orbital energy (spin up / spin down) (eV) = -9.93 / -10.69

Bonds (Å) are listed after each position.
Element x y z (Å)
1 C 1.0340 1.1664 0.0869  C3 1.399, N4 1.134
2 C 0.9921 -1.2820 0.0986  C3 1.423, N5 1.133
3 C 0.3210 -0.0322 -0.0181  C1 1.399, C2 1.423, P6 1.824
4 N 1.5475 2.1491 0.3247  C1 1.134
5 N 1.6625 -2.1894 0.1980  C2 1.133
6 P -1.0121 0.0374 -1.2618  C3 1.824, H8 1.484, H9 1.447
7 H -0.7513 -0.0618 1.7491  no bonds
8 H -1.8696 1.0578 -0.6093  P6 1.484
9 H -1.9242 -0.8455 -0.5682  P6 1.447